1.
The molecule C3H7NS. Source: the Open Molecules 2025 dataset; level of theory: ωB97M-V/def2-TZVPD.

Calculated values
DFT total energy   -15548.676 eV
E_LUMO   0.0407 Eh
Structure (SMILES)   C/C=N/SC
Relative energy (zero: lowest compared OMol25 entry of this formula, charge and spin)   22.3 kcal per mole
Net charge   0
HOMO-LUMO gap   9.36 eV
HOMO energy   -8.258 eV

Structure (XYZ):
```
12
Properties=species:S:1:pos:R:3:forces:R:3:mulliken_charge:R:1
S -1.487 -0.927 -0.018 0.0029 -0.5149 0.2860 0.000
N -0.053 -0.098 0.168 0.9156 -0.7150 0.0247 -0.379
C 1.049 -0.740 0.152 0.6418 0.8319 -1.2003 0.132
C 2.305 0.088 -0.058 0.5733 0.0561 1.6456 -0.934
C -2.588 0.452 0.034 -0.0633 0.8187 -2.2402 -0.739
H -2.149 1.331 -0.580 -0.8860 -1.5710 0.8228 0.242
H 1.219 -1.835 0.013 -0.7186 0.5825 0.3891 0.291
H -2.816 0.803 1.008 -0.1905 0.1824 0.9698 0.284
H 2.629 0.634 0.860 -0.4679 -0.2899 -0.4743 0.238
H 2.227 0.822 -0.841 -0.4185 0.2231 -0.3205 0.270
H 3.153 -0.535 -0.289 0.2435 -0.4424 -0.2011 0.317
H -3.490 0.006 -0.448 0.3679 0.8384 0.2983 0.279
```
Forces are in eV/Å.

---

2.
A structure of composition C3H7NS. Source: the Open Molecules 2025 dataset; level of theory: ωB97M-V/def2-TZVPD.

Calculated values
DFT total energy   -15544.311 eV
E_LUMO   -0.0092 Eh
Relative energy (zero: lowest compared OMol25 entry of this formula, charge and spin)   123.0 kcal per mole
Net charge   0
HOMO-LUMO gap   8.35 eV
HOMO energy   -8.595 eV

Structure (XYZ):
```
12
Properties=species:S:1:pos:R:3:forces:R:3:mulliken_charge:R:1
S -0.291 -2.165 -1.163 -2.6883 0.6003 -5.5953 -0.222
N -1.045 -0.619 -0.988 2.7852 1.1839 3.6767 -0.455
C 1.216 -0.291 0.343 0.8130 -0.5005 1.2306 -0.947
C -0.776 1.265 0.698 1.4389 -0.3225 -2.9712 -1.096
C -0.279 0.039 -0.129 -0.5694 -0.1632 0.9635 0.719
H -1.674 1.715 0.375 -1.5658 -0.2698 -0.4020 0.358
H -0.998 -1.883 -2.809 1.8502 -1.6695 3.3096 0.174
H 1.827 0.875 0.500 -1.7743 -3.9694 -0.5277 0.274
H -0.819 1.068 1.755 0.6048 0.1522 0.2825 0.278
H 1.143 -0.874 1.623 0.3453 1.8407 -4.2168 0.248
H -0.068 1.999 0.266 0.1660 0.2318 1.5181 0.323
H 1.764 -1.128 -0.472 -1.4057 2.8861 2.7319 0.348
```
Forces are in eV/Å.